[1]
Entry from the Open Molecules 2025 dataset: the ion C4H11N2O with charge +1 (ωB97M-V/def2-TZVPD).

Values from the calculation:
Charge: +1
Energy above the lowest of the compared OMol25 structures with the same formula, charge and spin: 51.8 kcal per mole
Max |F|: 2.82 eV/Å
DFT total energy: -9346.61171 eV
Orbital gap: 10.37 eV
Structure (SMILES): COC(=[NH2+])[C@H](C)N
HOMO level: -14.095 eV

Last column: Mulliken charge in e.
Element x y z (Å)
C1 -0.034 -0.304 0.562  0.518
C2 1.031 0.596 -0.001  0.573
C3 0.446 1.619 -1.052  -1.134
C4 -2.322 -0.590 0.816  -1.037
N1 0.080 -1.592 0.710  -0.364
N2 2.114 -0.275 -0.544  -0.829
O1 -1.189 0.257 0.727  -0.293
H1 1.447 1.255 0.799  0.335
H2 -0.577 1.513 -0.893  0.340
H3 0.662 1.310 -2.035  0.356
H4 0.774 2.724 -0.880  0.294
H5 -2.101 -1.398 0.117  0.562
H6 -2.486 -0.718 1.834  0.368
H7 -3.087 0.144 0.518  0.243
H8 0.936 -2.039 0.321  0.272
H9 -0.666 -2.124 1.164  0.267
H10 2.999 0.273 -0.720  0.283
H11 1.974 -0.651 -1.443  0.245

[2]
Entry from the Open Molecules 2025 dataset: the molecule C28H27FN2O3 (ωB97M-V/def2-TZVPD).

Values from the calculation:
Max |F|: 0.49 eV/Å
DFT total energy: -41314.59319 eV
Orbital gap: 9.00 eV
Structure (SMILES): COc1ccc([C@@H]2/C=C\CN(C(=O)c3ccc(C)cc3)CC(=O)N2Cc2ccc(F)cc2)cc1
HOMO level: -8.411 eV

Last column: Mulliken charge in e.
Element x y z (Å)
C1 -4.633 -3.051 1.435  -0.746
H1 -3.905 -3.824 1.700  0.319
O1 -4.350 -1.831 2.080  -0.485
C2 -3.190 -1.192 1.784  0.984
C3 -3.011 0.058 2.376  -1.157
C4 -1.891 0.813 2.103  -0.194
C5 -0.904 0.340 1.247  -0.546
C6 -1.070 -0.923 0.694  -0.848
C7 -2.196 -1.685 0.945  -0.518
H2 -2.289 -2.652 0.479  0.396
H3 -0.310 -1.320 0.036  0.502
C8 0.308 1.141 0.821  1.936
N1 0.041 1.749 -0.489  0.683
C9 0.945 1.871 -1.480  0.769
O2 0.684 2.422 -2.536  -0.687
C10 2.336 1.265 -1.275  -0.430
N2 2.970 1.650 -0.038  0.045
C11 3.678 0.807 0.758  0.230
O3 4.126 1.163 1.831  -0.639
C12 3.867 -0.584 0.240  0.105
C13 3.258 -1.646 0.899  -0.344
C14 3.457 -2.942 0.461  -0.932
C15 4.280 -3.209 -0.627  1.018
C16 4.901 -2.143 -1.268  -0.829
C17 4.696 -0.843 -0.846  0.116
H4 5.187 -0.024 -1.351  0.488
H5 5.552 -2.334 -2.109  0.385
C18 4.521 -4.616 -1.081  -1.465
H6 3.687 -5.260 -0.812  0.364
H7 4.670 -4.656 -2.157  0.376
H8 5.419 -5.009 -0.603  0.288
H9 2.971 -3.759 0.975  0.386
H10 2.629 -1.451 1.756  0.518
C19 2.743 2.995 0.461  -1.246
C20 1.781 3.019 1.616  -0.931
C21 0.751 2.204 1.798  -0.901
H11 0.178 2.292 2.708  0.446
H12 2.003 3.757 2.373  0.446
H13 2.384 3.617 -0.363  0.531
H14 3.702 3.391 0.808  0.502
H15 2.258 0.174 -1.329  0.247
H16 2.932 1.602 -2.134  0.178
C22 -1.256 2.378 -0.679  -1.555
C23 -2.329 1.392 -1.068  0.403
C24 -2.069 0.424 -2.031  -0.316
C25 -3.027 -0.512 -2.370  -0.760
C26 -4.256 -0.461 -1.740  0.392
C27 -4.558 0.512 -0.807  -0.590
C28 -3.585 1.438 -0.478  -0.383
H17 -3.807 2.201 0.254  0.444
H18 -5.532 0.531 -0.343  0.441
F1 -5.187 -1.397 -2.039  -0.421
H19 -2.833 -1.273 -3.109  0.474
H20 -1.108 0.405 -2.520  0.468
H21 -1.535 2.905 0.236  0.413
H22 -1.132 3.106 -1.489  0.659
H23 1.121 0.422 0.688  -0.268
H24 -1.810 1.789 2.557  0.331
H25 -3.780 0.425 3.036  0.408
H26 -5.618 -3.349 1.790  0.250
H27 -4.662 -2.932 0.348  0.249

[3]
Entry from the Open Molecules 2025 dataset: a cluster of 2 separate species, C2H11N3 in total (ωB97M-V/def2-TZVPD).

Values from the calculation:
Energy above the lowest of the compared OMol25 structures with the same formula, charge and spin: 15.2 kcal per mole
Max |F|: 2.11 eV/Å
DFT total energy: -6721.92169 eV
Orbital gap: 10.03 eV
Structure (SMILES): NCN.CN
HOMO level: -9.263 eV

Last column: Mulliken charge in e.
Element x y z (Å)
C1 2.814 1.250 1.496  -0.559
N1 2.897 1.051 2.973  -0.544
H1 1.760 1.262 1.245  0.240
H2 3.227 0.372 0.988  0.239
H3 3.300 2.198 1.295  0.199
H4 2.011 0.698 3.295  0.216
H5 3.641 0.433 3.221  0.209
N2 -2.806 -1.842 -0.996  -0.538
C2 -1.782 -1.050 -1.631  -0.397
N3 -2.163 0.219 -2.348  -0.630
H6 -3.502 -2.141 -1.660  0.245
H7 -3.248 -1.308 -0.269  0.204
H8 -1.012 -0.897 -0.867  0.285
H9 -1.322 -1.609 -2.449  0.359
H10 -2.537 0.801 -1.600  0.228
H11 -1.278 0.564 -2.691  0.245

[4]
Entry from the Open Molecules 2025 dataset: a structure of composition C11H17BCdN6O (ωB97M-V/def2-TZVPD).

Values from the calculation:
Charge: +2
Energy above the lowest of the compared OMol25 structures with the same formula, charge and spin: 0.0 kcal per mole
Max |F|: 2.52 eV/Å
DFT total energy: -27892.68572 eV
Orbital gap (spin up / spin down): 5.87 / 3.53 eV
HOMO level (spin up / spin down): -15.877 / -15.007 eV

Last column: Mulliken charge in e.
Element x y z (Å)
C1 -0.363 3.054 -0.787  -0.133
N1 -0.200 1.821 -1.292  -0.311
N2 0.113 1.955 -2.633  0.305
C2 0.106 3.265 -2.963  -0.046
C3 -0.189 3.999 -1.813  -0.807
B1 0.334 0.704 -3.545  0.126
N3 1.441 -0.201 -2.930  0.211
N4 1.406 -0.520 -1.592  -0.307
C4 2.447 -1.330 -1.347  -0.146
C5 3.156 -1.556 -2.543  -0.891
C6 2.479 -0.830 -3.520  -0.061
Cd1 -0.621 -0.228 -0.322  0.943
N5 -0.990 -0.121 -3.482  0.392
N6 -1.508 -0.517 -2.262  -0.511
C7 -2.630 -1.220 -2.493  -0.075
C8 -2.850 -1.254 -3.874  -0.961
C9 -1.803 -0.557 -4.455  -0.021
H1 -3.201 -1.656 -1.671  0.423
H2 -1.567 -0.324 -5.474  0.486
H3 -3.668 -1.727 -4.367  0.434
H4 0.596 1.018 -4.664  -0.016
H5 2.652 -0.715 -4.581  0.477
H6 0.301 3.556 -3.983  0.475
H7 4.018 -2.175 -2.677  0.438
H8 -0.280 5.064 -1.733  0.439
H9 2.644 -1.731 -0.357  0.503
H10 -0.603 3.209 0.264  0.434
H11 -1.111 -2.941 -0.258  0.421
C10 -0.609 -2.352 0.512  -1.032
H12 0.413 -2.707 0.655  0.349
H13 0.853 -1.251 2.630  0.302
H14 -1.153 -2.360 1.456  0.410
C11 0.062 0.147 3.680  -0.652
O1 0.453 -0.389 2.419  -0.424
H15 -0.951 0.570 3.597  0.248
H16 0.764 0.937 3.968  0.256
H17 0.060 -0.635 4.451  0.324

[5]
Entry from the Open Molecules 2025 dataset: the molecule H3NOSSi (ωB97M-V/def2-TZVPD).

Values from the calculation:
Energy above the lowest of the compared OMol25 structures with the same formula, charge and spin: 3.9 kcal per mole
Max |F|: 4.80 eV/Å
DFT total energy: -22297.85488 eV
Orbital gap: 9.45 eV
HOMO level: -10.703 eV

Last column: Mulliken charge in e.
Element x y z (Å)
N1 -1.076 -0.036 0.195  -0.177
O1 -0.607 -0.745 -2.170  -0.428
Si1 0.505 0.246 0.731  0.299
S1 -1.652 -0.381 -1.218  0.539
H1 0.408 1.112 1.891  -0.091
H2 1.284 0.824 -0.604  -0.065
H3 1.138 -1.020 1.176  -0.076